Density functional theory data (ωB97M-V/def2-TZVPD) for a structure of composition C12H21F3IrN2O6S2.

Last column: Mulliken charge in e.
CARTESIAN COORDINATES (ANGSTROEM)
Ir1 -0.477 0.743 0.202  2.671
C1 -0.715 0.514 3.193  -0.649
O1 0.255 0.371 2.112  -0.522
C2 1.388 1.236 2.349  -0.628
C3 2.314 1.080 1.196  -0.763
O2 1.600 1.559 0.053  -0.633
C4 2.381 1.403 -1.165  -0.902
C5 1.496 1.669 -2.347  -0.357
O3 0.489 0.686 -2.335  -0.151
C6 -0.419 0.830 -3.426  -0.832
H1 -0.198 0.276 4.122  0.373
H2 -1.102 1.529 3.206  0.280
H3 -1.511 -0.194 3.010  0.213
H4 1.027 2.262 2.439  0.329
H5 1.881 0.940 3.276  0.565
H6 3.223 1.665 1.354  0.505
H7 2.586 0.035 1.037  0.368
H8 3.199 2.126 -1.136  0.454
H9 2.789 0.395 -1.198  0.380
H10 1.047 2.667 -2.274  0.164
H11 2.086 1.620 -3.269  0.511
H12 0.120 0.751 -4.374  0.328
H13 -1.136 0.017 -3.348  0.166
H14 -0.941 1.786 -3.367  0.325
C7 -0.167 4.595 -0.445  -0.802
S1 -1.440 3.479 0.030  0.983
O4 -2.646 4.218 0.194  -0.567
O5 -0.944 2.744 1.230  -0.760
O6 -1.480 2.419 -1.042  -0.687
H15 -0.223 5.461 0.210  0.398
H16 -0.347 4.893 -1.476  0.340
H17 0.794 4.094 -0.346  0.137
S2 -2.683 0.175 0.413  -0.426
C8 -2.848 -1.501 0.921  0.158
N1 -3.012 -2.413 -0.066  0.082
C9 -3.199 -3.720 0.155  -0.061
C10 -3.255 -4.153 1.453  -0.658
C11 -3.107 -3.180 2.437  -0.069
N2 -2.915 -1.889 2.183  -0.441
H18 -2.920 -2.056 -1.012  0.259
H19 -3.293 -4.357 -0.713  0.442
H20 -3.413 -5.193 1.691  0.431
H21 -3.143 -3.455 3.486  0.444
F1 -0.230 -1.972 0.801  -0.267
C12 0.038 -1.096 -0.224  0.343
F2 -0.575 -1.676 -1.311  -0.255
F3 1.366 -1.270 -0.459  -0.218

gap between HOMO and LUMO	7.561	eV
spin multiplicity	1
E	-60704.4766	eV
charge	+1
ΔE to the lowest compared entry with this formula, charge and spin	0.117	eV
highest occupied orbital energy	-11.6	eV